C4H10NP | ωB97M-V/def2-TZVPD

Structure (XYZ):
```
16
C4H10NP (ωB97M-V/def2-TZVPD)
P 1.03 0.88 -0.68
N 1.50 0.98 0.89
C -0.01 -1.98 -1.19
C 1.21 1.60 1.96
C 0.71 -1.06 -0.23
C -1.25 2.53 0.08
H 0.73 -2.31 -2.00
H -2.01 1.87 -0.12
H 0.40 2.40 1.98
H 1.68 -1.55 -0.20
H -0.84 2.55 1.09
H -0.79 -1.40 -1.75
H 1.75 1.29 2.91
H -0.24 -2.93 -0.59
H 0.31 -0.96 0.79
H -0.95 3.14 -0.70
```

Values from the calculation:
LUMO level (alpha / beta) (eV): -0.20 / 0.11
Charge: 0
DFT total energy (a.u.): -554.33532
ΔE to the lowest compared entry with this formula, charge and spin (eV): 4.0653



C4H10NPS | ωB97M-V/def2-TZVPD

Structure (XYZ):
```
17
C4H10NPS (ωB97M-V/def2-TZVPD)
S 3.03 0.20 -0.86
P 0.06 -0.19 -0.36
N -0.93 1.03 -0.22
C 1.14 -0.08 1.13
C -2.11 1.13 -0.99
C 2.31 0.83 0.72
C -0.69 -1.88 -0.35
H -2.05 2.19 -1.32
H 1.71 1.77 0.50
H -1.16 -2.06 0.54
H 1.48 -1.06 1.47
H 0.05 -2.62 -0.64
H 0.67 0.15 2.05
H -1.55 -1.82 -1.03
H -2.97 1.26 -0.34
H 3.16 0.79 1.46
H -2.15 0.37 -1.77
```

Values from the calculation:
LUMO level (eV): -1.67
Charge: 0
DFT total energy (a.u.): -952.57558
ΔE to the lowest compared entry with this formula, charge and spin (eV): 3.0329



C4H10NS | ωB97M-V/def2-TZVPD

Structure (XYZ):
```
16
C4H10NS (ωB97M-V/def2-TZVPD)
S 1.63 -2.40 -0.83
N -0.81 0.19 0.36
C 0.30 -2.14 0.43
C -0.78 -1.19 -0.14
C 0.02 2.37 -0.29
C 0.43 0.94 0.02
H 0.79 0.53 -0.92
H 1.23 0.78 0.74
H -0.48 3.00 0.44
H -0.64 2.29 -1.16
H -1.69 -1.79 -0.16
H -0.08 -3.08 0.82
H -1.05 0.22 1.34
H -0.63 -1.02 -1.21
H 0.90 2.92 -0.64
H 0.88 -1.62 1.20
```

Values from the calculation:
Multiplicity: 2
LUMO level (alpha / beta) (eV): 1.07 / -1.83
Charge: 0
DFT total energy (a.u.): -611.26885
Expectation value of S²: 0.75
ΔE to the lowest compared entry with this formula, charge and spin (eV): 0.5035



C4H10NS | ωB97M-V/def2-TZVPD

Structure (XYZ):
```
16
C4H10NS (ωB97M-V/def2-TZVPD)
S 0.58 -2.37 1.13
N 0.60 -0.11 -2.22
C -0.29 0.57 0.01
C 0.63 0.59 -1.10
C -0.04 1.50 1.16
C -1.52 -0.07 -0.13
H -1.75 -0.66 -1.12
H -2.25 0.04 0.54
H 1.37 1.41 -1.18
H 0.61 -3.63 1.66
H 0.86 1.26 1.56
H -0.78 1.70 1.90
H 1.06 0.25 -3.04
H 0.09 2.41 0.67
H 0.30 -1.07 -2.20
H 0.53 -1.81 2.35
```

Values from the calculation:
LUMO level (eV): -5.74
Charge: +1
DFT total energy (a.u.): -611.03019
ΔE to the lowest compared entry with this formula, charge and spin (eV): 1.9877



C4H10NS | ωB97M-V/def2-TZVPD

Structure (XYZ):
```
16
C4H10NS (ωB97M-V/def2-TZVPD)
S 3.05 -0.51 0.45
N -1.25 1.78 0.00
C -0.01 1.10 0.30
C 1.56 -0.98 -0.25
C 0.23 -0.30 -0.33
C -0.97 -1.18 0.00
H 0.02 -0.17 -1.38
H -1.15 2.66 0.60
H -1.89 -0.71 -0.26
H 0.86 1.81 0.54
H -1.51 2.23 -0.93
H 1.53 -2.03 -0.37
H -2.23 1.33 0.27
H -1.06 -1.01 1.16
H 3.54 -1.75 0.32
H -0.70 -2.26 -0.13
```

Values from the calculation:
Multiplicity: 3
LUMO level (alpha / beta) (eV): -4.09 / -5.38
Charge: +1
DFT total energy (a.u.): -610.91250
Expectation value of S²: 2.01
ΔE to the lowest compared entry with this formula, charge and spin (eV): 0.7920



C4H10NS2 | ωB97M-V/def2-TZVPD

Structure (XYZ):
```
17
C4H10NS2 (ωB97M-V/def2-TZVPD)
S 0.97 -2.40 0.02
S -2.88 -0.50 0.48
N 0.66 0.22 0.29
C -0.10 1.45 0.36
C 0.06 -0.88 -0.04
C 2.07 0.27 0.91
C -1.28 -0.87 -0.63
H -3.59 -1.33 -0.29
H -1.36 -1.95 -1.15
H 0.21 2.09 1.25
H 0.14 2.19 -0.50
H -0.15 -3.14 -0.30
H 2.90 0.66 0.18
H -1.20 1.35 0.44
H -1.25 -0.21 -1.51
H 2.35 -0.81 0.96
H 1.95 0.99 1.73
```

Values from the calculation:
LUMO level (eV): -4.54
Charge: +1
DFT total energy (a.u.): -1009.22522
ΔE to the lowest compared entry with this formula, charge and spin (eV): 1.1104



C4H10NS2 | ωB97M-V/def2-TZVPD

Structure (XYZ):
```
17
C4H10NS2 (ωB97M-V/def2-TZVPD)
S 1.80 0.93 0.14
S 3.38 0.21 -0.68
N -1.69 0.03 -0.23
C -3.02 -0.54 -0.40
C 4.26 -0.68 0.63
C -0.62 -0.64 -0.20
C -1.69 1.47 -0.10
H 4.71 -1.57 0.19
H 3.58 -0.94 1.43
H -2.09 1.91 -1.01
H -2.97 -1.62 -0.52
H -0.59 -1.71 -0.29
H -3.49 -0.10 -1.27
H -0.68 1.83 0.06
H -2.33 1.77 0.73
H -3.63 -0.31 0.48
H 5.05 -0.04 1.01
```

Values from the calculation:
LUMO level (alpha / beta) (eV): -5.97 / -5.59
Charge: +1
DFT total energy (a.u.): -1009.17756
ΔE to the lowest compared entry with this formula, charge and spin (eV): 2.4072



C4H10NS2 | ωB97M-V/def2-TZVPD

Structure (XYZ):
```
17
C4H10NS2 (ωB97M-V/def2-TZVPD)
S -1.88 -0.86 0.06
S 1.90 -1.00 -1.89
N -0.89 2.15 0.01
C 1.23 -1.99 0.68
C 0.12 1.06 0.34
C 0.92 -1.29 -0.61
C -0.20 -0.20 -0.50
H 0.24 0.92 1.33
H -0.72 2.91 0.74
H -0.22 0.02 -1.50
H 0.85 -1.26 1.46
H -2.35 -1.09 -1.07
H 2.26 -2.23 0.83
H 1.05 1.41 0.04
H 0.63 -2.94 0.76
H -1.87 1.78 0.24
H -1.05 2.62 -0.93
```

Values from the calculation:
LUMO level (eV): -4.08
Charge: +1
DFT total energy (a.u.): -1009.21698
SMILES: CC(=S)[C@@H](S)C[NH3+]
ΔE to the lowest compared entry with this formula, charge and spin (eV): 1.3345



C4H10NS2 | ωB97M-V/def2-TZVPD

Structure (XYZ):
```
17
C4H10NS2 (ωB97M-V/def2-TZVPD)
S 2.29 0.66 -0.63
S 1.98 0.42 2.85
N -0.57 0.36 -1.68
C 0.75 0.28 0.41
C 1.28 -0.36 1.61
C -1.68 -0.21 0.50
C -0.41 -0.31 -0.36
H 0.88 -1.41 1.58
H 3.08 -0.51 -0.60
H 0.36 0.66 -2.08
H -0.17 -1.32 -0.58
H 0.48 1.57 0.87
H -2.52 -0.20 -0.19
H -1.68 -1.25 0.96
H -1.11 1.19 -1.50
H -1.85 0.66 1.22
H -1.11 -0.22 -2.40
```

Values from the calculation:
LUMO level (eV): -4.28
Charge: +1
DFT total energy (a.u.): -1009.19434
ΔE to the lowest compared entry with this formula, charge and spin (eV): 1.9506



C4H10O | ωB97M-V/def2-TZVPD

Structure (XYZ):
```
15
C4H10O (ωB97M-V/def2-TZVPD)
O -0.81 -1.86 -1.65
C 1.34 1.67 1.83
C -1.95 -2.49 -2.20
C -1.71 -3.60 -2.89
C 1.72 3.00 2.38
H -2.52 -4.26 -3.12
H 2.42 3.64 1.88
H -2.71 -1.93 -1.97
H 0.91 3.70 2.17
H 1.31 0.91 2.58
H 0.20 1.54 1.56
H 1.77 1.62 0.90
H -0.97 -0.96 -1.73
H 1.83 2.98 3.50
H -0.82 -3.95 -3.24
```

Values from the calculation:
Multiplicity: 2
LUMO level (alpha / beta) (eV): 3.68 / 3.61
Charge: -1
DFT total energy (a.u.): -233.49208
Expectation value of S²: 0.75
ΔE to the lowest compared entry with this formula, charge and spin (eV): 2.3822



- Look up the charge of the fourth one.
  +1